--- A ---
Density functional theory data (the ωB97M-V functional and the def2-TZVPD basis) for a 2-piece molecular cluster, C3H4INO overall.

Computed properties:
**Net charge**: 0
**Structure (SMILES)**: [H]/N=C\I.C=C=O

Geometry (Å):
1 H -1.43 -2.16 2.23
2 N -0.84 -2.11 1.38
3 C -1.02 -1.30 0.46
4 I -2.23 0.41 0.42
5 H -0.71 -1.54 -0.53
6 C 1.20 1.55 -1.27
7 C 1.47 1.08 -0.09
8 O 1.58 0.47 0.92
9 H 0.33 2.20 -1.34
10 H 1.65 1.40 -2.17

***

--- B ---
Density functional theory data (the ωB97M-V functional and the def2-TZVPD basis) for C3H4INO as an isolated structure.

Computed properties:
**Net charge**: 0

Geometry (Å):
1 C 1.37 -1.17 1.24
2 C 0.80 -0.40 0.30
3 C -0.49 0.19 0.40
4 N -1.63 0.57 0.54
5 O -0.38 1.21 -2.09
6 I -2.12 1.77 -2.20
7 H 2.29 -1.63 0.92
8 H 0.93 -1.39 2.13
9 H 1.24 -0.39 -0.73
10 H -2.02 1.24 -0.50

***

A wins, 281.0 kJ/mol ahead of the next structure.